Entry 1:
C8H8N4O4 | ωB97M-V/def2-TZVPD

Each line ends with the Mulliken charge.
Positions of all 24 atoms, in Å:
1 O -3.23 -1.99 1.61  -0.65
2 C -2.85 -0.83 1.82  0.64
3 C -2.61 -0.44 3.19  -0.71
4 C -1.88 0.65 3.26  -0.09
5 N -1.58 1.51 2.23  -0.08
6 C -1.99 1.24 0.89  0.21
7 O -1.76 1.95 -0.02  -0.53
8 N -2.80 0.05 0.83  -0.11
9 H -2.65 -1.12 3.93  0.46
10 H -1.53 1.03 4.27  0.29
11 H -0.85 2.22 2.36  0.26
12 H -2.85 -0.32 -0.12  0.30
13 O 0.20 -1.53 -1.91  -0.65
14 C 1.36 -1.08 -1.73  0.53
15 C 1.94 -1.25 -0.46  -0.27
16 C 2.94 -0.47 -0.14  -0.26
17 N 3.43 0.43 -1.13  -0.20
18 C 3.00 0.57 -2.44  0.30
19 O 3.65 1.20 -3.25  -0.59
20 N 1.95 -0.25 -2.62  -0.08
21 H 1.35 -2.16 -0.10  0.33
22 H 3.51 -0.39 0.87  0.31
23 H 4.01 1.37 -0.65  0.31
24 H 1.60 -0.14 -3.60  0.25

Properties
Spin multiplicity: 1
SMILES: O=c1cc[nH]c(=O)[nH]1.O=c1cc[nH]c(=O)[nH]1


Entry 2:
C8H8N6S | ωB97M-V/def2-TZVPD

Each line ends with the Mulliken charge.
Positions of all 23 atoms, in Å:
1 C 2.72 -1.73 0.83  -0.40
2 C -3.28 -0.78 0.46  -0.52
3 C 1.68 -0.95 1.17  -0.36
4 C -2.43 0.22 0.10  -0.42
5 C 2.12 -0.97 -0.99  -0.01
6 C -1.37 -1.78 0.28  0.25
7 C 0.11 3.13 -0.47  -0.37
8 C 0.06 0.24 -0.29  -0.06
9 N 3.06 -1.70 -0.48  -0.64
10 N -2.65 -1.97 0.50  -0.64
11 N 0.15 2.19 -1.67  -0.44
12 N 0.13 1.00 -1.43  0.19
13 N 1.23 -0.49 -0.06  0.18
14 N -1.11 -0.49 0.02  0.28
15 S 0.29 2.37 1.12  -0.17
16 H 3.47 -2.23 1.41  0.48
17 H -4.32 -0.73 0.29  0.40
18 H 1.34 -0.83 2.21  0.39
19 H -2.53 1.25 0.08  0.41
20 H 1.81 -0.89 -2.00  0.41
21 H -0.60 -2.56 0.21  0.37
22 H 0.89 3.87 -0.76  0.35
23 H -0.79 3.82 -0.52  0.31

Properties
Spin multiplicity: 1


For reference, HOMO by record: -9.6, -8.8 eV.
For reference, DFT total energy by record: -22575.67281, -28197.21384 eV.
For reference, energy above the lowest of the compared OMol25 structures with the same formula, charge and spin by record: 314.28, 344.27 kJ/mol.